#one
Here is a single C5H5Cl molecule from OMol25. Energies are from the ωB97M-V functional and the def2-TZVPD basis.

Geometry as XYZ:
```
11
Properties=species:S:1:pos:R:3:nbo_charge:R:1
C 0.900 0.471 0.623 -0.38
C 0.241 -1.139 -0.888 -0.05
C -0.120 -0.128 -0.173 -0.15
C 1.990 -0.235 0.697 0.07
C -1.556 0.279 -0.277 -0.63
Cl 3.450 0.145 1.372 0.07
H 0.844 1.390 1.103 0.22
H -0.141 -1.953 -1.427 0.18
H -1.895 0.677 0.720 0.22
H -2.108 -0.613 -0.739 0.23
H -1.605 1.105 -1.012 0.22
```

net charge	0
HOMO level (spin up / spin down)	-8.57 / -8.67	eV
Kohn-Sham gap (spin up / spin down)	8.9 / 8.1	eV

#two
Here is a single C5H5Cl molecule from OMol25. Energies are from the ωB97M-V functional and the def2-TZVPD basis.

Geometry as XYZ:
```
11
Properties=species:S:1:pos:R:3:nbo_charge:R:1
C -1.073 -0.172 0.002 0.04
C -0.306 -1.277 0.031 -0.27
C 1.074 -0.833 0.009 -0.22
C 1.137 0.515 -0.030 -0.17
C -0.292 1.115 0.060 -0.51
H -0.622 -2.277 0.103 0.23
H 1.924 -1.480 -0.093 0.22
H 2.021 1.090 -0.185 0.21
H -0.480 1.730 0.947 0.26
H -0.532 1.702 -0.826 0.25
Cl -2.851 -0.114 -0.019 -0.02
```

SMILES string	ClC1=CC=CC1
net charge	0
HOMO level	-8.54	eV
Kohn-Sham gap	9.5	eV

What should be chosen as the least stable of them? Choose #one.

#one
Here is 16 unconnected molecules or ions with the total composition C19H70N14O16 from OMol25. Energies are from the ωB97M-V functional and the def2-TZVPD basis.

Geometry as XYZ:
```
119
Properties=species:S:1:pos:R:3:mulliken_charge:R:1
C -2.770 23.706 10.292 -1.28
C -3.683 22.977 9.312 -0.17
O -3.805 21.676 9.557 0.69
H -3.222 23.552 11.274 0.20
H -2.604 24.856 10.127 0.29
H -1.820 23.227 10.431 0.33
H -3.161 22.990 8.392 0.27
H -4.694 23.342 9.240 0.31
H -2.968 21.447 9.766 -0.49
C -5.193 23.152 5.138 -1.38
C -4.326 21.905 5.183 1.19
O -3.009 22.379 4.966 -0.58
H -6.241 22.892 5.165 0.27
H -5.083 23.791 4.233 0.38
H -4.980 23.803 5.878 0.42
H -4.611 21.336 4.324 -0.12
H -4.401 21.431 6.205 -0.50
H -2.913 22.630 4.023 0.39
C -7.092 21.505 7.986 1.68
C -7.772 22.875 8.321 -1.02
O -8.704 23.198 7.421 -0.62
H -7.780 20.636 8.123 -0.34
H -6.257 21.343 8.697 -0.57
H -6.697 21.412 6.971 -0.41
H -7.077 23.590 8.183 0.42
H -8.282 22.994 9.222 0.40
H -9.290 22.438 7.376 0.35
C -3.448 15.647 4.553 0.20
O -2.940 15.407 3.315 -0.75
N -2.857 16.331 5.510 -0.14
N -4.652 15.426 4.914 -0.25
H -1.853 16.460 5.359 -0.05
H -3.349 16.599 6.384 0.38
H -5.323 14.899 4.272 0.34
H -4.938 15.557 5.922 -0.05
C -3.566 16.596 11.916 0.50
O -3.714 17.127 13.214 -0.72
N -2.446 16.091 11.406 -0.52
N -4.473 16.339 11.028 0.02
H -1.571 16.113 11.944 0.29
H -2.272 15.585 10.556 0.11
H -5.415 16.868 11.241 0.09
H -4.316 16.101 10.035 0.01
C -0.646 19.586 7.027 0.00
O -1.858 19.653 6.350 -0.46
N -0.062 18.453 7.374 -0.41
N -0.191 20.636 7.635 -0.50
H -0.125 17.591 6.830 0.18
H 0.728 18.524 7.998 0.21
H -0.641 21.479 7.347 0.27
H 0.736 20.696 8.068 0.29
C -7.722 16.589 11.402 0.58
O -8.128 15.915 10.268 -0.70
N -8.175 16.386 12.652 -0.40
N -6.834 17.587 11.267 -0.46
H -8.830 15.601 12.730 0.30
H -7.777 16.874 13.484 0.21
H -6.510 17.916 10.366 0.23
H -6.347 17.967 12.179 0.36
C -5.010 18.670 7.884 -0.51
O -5.602 18.687 9.107 -0.59
N -5.624 18.607 6.760 2.72
N -3.751 18.517 7.838 1.76
H -6.647 18.852 6.747 -1.30
H -5.195 18.684 5.812 0.09
H -3.224 18.783 8.651 -0.17
H -3.240 18.764 6.959 -0.68
C -4.748 15.178 7.911 0.24
O -4.977 13.805 7.979 -0.81
N -3.680 15.831 8.315 0.08
N -5.612 15.936 7.420 0.83
H -2.938 15.241 8.598 0.21
H -3.560 16.859 8.330 0.03
H -6.484 15.510 7.141 0.16
H -5.547 17.025 7.334 0.22
C -1.841 19.498 10.755 0.46
O -2.378 19.686 11.997 -0.67
N -1.238 20.449 10.094 -0.39
N -1.936 18.412 10.009 -0.31
H -1.005 21.104 10.881 0.26
H -0.868 20.528 9.116 0.56
H -2.295 17.599 10.531 -0.29
H -1.307 18.338 9.189 0.23
C -10.598 20.833 7.378 -1.09
O -9.837 20.706 6.261 -0.51
H -11.401 19.975 7.353 0.24
H -10.992 21.900 7.209 0.36
H -10.029 20.762 8.255 0.47
H -9.414 19.823 6.279 0.48
C -7.787 16.547 3.296 -1.06
O -7.009 16.917 4.477 -0.33
H -7.949 15.453 3.163 0.32
H -7.355 16.904 2.400 0.38
H -8.772 16.925 3.287 0.35
H -6.161 16.444 4.605 0.41
C -7.462 20.658 4.032 -0.47
O -8.191 21.892 4.191 -0.63
H -6.673 20.849 3.230 0.31
H -7.927 19.808 3.661 0.55
H -6.845 20.469 4.930 -0.20
H -8.743 21.789 4.955 0.42
C -5.464 22.032 12.023 -0.72
O -5.214 20.716 11.764 -0.42
H -6.226 22.047 12.736 0.40
H -5.772 22.525 11.127 0.14
H -4.695 22.596 12.526 0.24
H -4.730 20.662 10.892 0.14
C -3.262 18.959 3.663 -1.15
O -4.260 18.577 4.461 -0.48
H -2.952 18.167 2.953 0.40
H -2.360 19.380 4.173 0.12
H -3.602 19.776 3.055 0.42
H -3.993 17.749 4.816 -0.07
C -9.200 17.785 7.399 -0.68
O -8.355 18.432 6.435 -0.49
H -9.909 18.387 8.041 0.24
H -8.477 17.378 8.185 0.15
H -9.713 16.891 7.016 0.36
H -8.298 17.765 5.774 -0.04
```

net charge	0
HOMO level	-8.77	eV
Kohn-Sham gap	7.8	eV

#two
Here is 16 unconnected molecules or ions with the total composition C19H70N14O16 from OMol25. Energies are from the ωB97M-V functional and the def2-TZVPD basis.

Geometry as XYZ:
```
119
Properties=species:S:1:pos:R:3:mulliken_charge:R:1
C 22.387 17.535 -2.290 -0.22
C 22.333 17.829 -3.841 -0.50
O 21.016 17.896 -4.248 -0.53
H 23.466 17.417 -2.119 0.35
H 21.788 16.628 -1.992 -0.02
H 21.901 18.329 -1.671 -0.09
H 22.934 17.126 -4.477 0.43
H 22.715 18.853 -3.988 0.26
H 21.084 18.072 -5.155 0.29
C 20.677 20.658 4.806 0.39
C 19.724 20.312 5.962 -1.12
O 18.918 19.179 5.809 -0.51
H 20.156 20.923 3.872 -0.43
H 21.502 19.947 4.683 0.05
H 21.183 21.577 5.050 0.58
H 18.918 21.035 6.054 0.34
H 20.183 20.225 6.944 0.51
H 18.533 18.975 6.673 0.29
C 20.252 21.170 -3.000 -0.38
C 20.629 21.375 -4.483 -0.69
O 21.947 22.011 -4.604 -0.61
H 20.282 22.099 -2.529 0.80
H 20.925 20.537 -2.447 0.11
H 19.175 20.839 -2.916 0.19
H 19.837 21.882 -5.041 0.34
H 20.726 20.318 -4.843 0.05
H 22.546 21.542 -5.160 0.27
C 23.663 16.964 3.629 -0.18
O 23.018 18.239 3.395 -0.41
N 24.711 16.516 2.956 -0.36
N 23.364 16.225 4.623 -0.29
H 25.160 16.971 2.133 0.25
H 25.098 15.615 3.170 0.24
H 22.629 16.670 5.190 0.29
H 23.419 15.131 4.622 0.29
C 17.570 20.657 2.280 0.36
O 17.288 21.901 1.732 -0.86
N 17.701 19.554 1.581 -0.13
N 17.737 20.492 3.522 -0.18
H 17.661 19.601 0.575 0.04
H 18.297 18.811 1.964 0.19
H 17.695 21.349 4.082 0.35
H 17.997 19.659 4.073 0.15
C 19.478 14.256 0.826 0.44
O 19.319 15.621 0.697 -1.05
N 18.564 13.420 0.531 -0.36
N 20.587 13.771 1.192 -0.28
H 17.610 13.781 0.359 0.32
H 18.634 12.393 0.524 0.19
H 21.440 14.350 1.342 0.26
H 20.671 12.861 1.702 0.23
C 17.691 18.518 -1.577 0.30
O 16.645 17.654 -1.447 -0.83
N 18.916 18.175 -2.021 0.01
N 17.592 19.788 -1.193 0.25
H 19.070 17.232 -2.377 0.40
H 19.553 18.827 -2.475 -0.51
H 16.688 20.232 -0.908 0.44
H 18.429 20.346 -1.112 -0.50
C 20.589 19.696 0.766 0.75
O 20.077 20.793 0.057 -0.51
N 20.337 18.449 0.436 3.90
N 21.540 19.890 1.693 0.95
H 19.748 18.285 -0.419 -1.40
H 20.597 17.632 0.970 -1.85
H 21.645 20.888 1.991 -0.47
H 21.851 19.228 2.317 0.11
C 17.162 22.989 -2.370 0.64
O 16.035 22.311 -2.894 -0.73
N 17.821 23.898 -2.990 -0.35
N 17.598 22.786 -1.105 -0.19
H 17.649 23.895 -3.971 0.25
H 18.593 24.447 -2.649 0.21
H 17.184 22.064 -0.556 0.04
H 18.499 23.221 -0.700 0.16
C 19.533 24.538 3.463 0.52
O 20.542 25.078 4.233 -0.74
N 19.495 23.304 2.999 0.54
N 18.434 25.182 3.190 -0.37
H 20.412 22.747 3.270 -0.57
H 18.821 22.859 2.426 0.19
H 18.451 26.191 3.592 0.28
H 17.562 24.952 2.632 0.23
C 22.971 23.183 -0.976 -0.28
O 23.088 23.233 -2.356 -0.57
H 22.623 24.155 -0.710 0.38
H 23.856 22.991 -0.325 0.20
H 22.115 22.580 -0.589 -0.02
H 22.580 22.520 -2.719 0.30
C 19.136 14.196 -2.422 -0.96
O 19.597 15.492 -2.128 -0.37
H 19.801 13.488 -1.930 0.29
H 19.053 13.886 -3.382 0.36
H 18.180 14.032 -1.964 0.29
H 19.601 15.584 -1.120 0.13
C 22.365 16.255 0.750 0.61
O 22.743 15.092 1.423 -0.71
H 23.338 16.633 0.356 0.22
H 22.083 17.013 1.424 -0.23
H 21.632 16.013 -0.025 -0.04
H 23.404 15.293 2.102 0.33
C 24.737 20.272 1.347 -0.38
O 23.868 19.610 0.491 -0.57
H 24.313 21.236 1.604 -0.21
H 25.715 20.316 0.960 0.45
H 24.807 19.706 2.300 0.08
H 23.037 19.433 0.943 0.43
C 19.934 17.395 3.439 0.12
O 18.631 17.294 2.883 -0.68
H 19.908 17.281 4.484 0.61
H 20.318 18.414 3.411 -0.18
H 20.612 16.644 2.949 -0.18
H 18.718 16.887 2.009 0.24
C 22.952 23.543 2.714 -1.07
O 22.216 22.354 2.955 -0.58
H 23.919 23.394 2.250 0.33
H 22.958 24.006 3.644 0.48
H 22.316 24.177 2.078 0.17
H 22.690 21.783 3.567 0.18
```

net charge	0
HOMO level	-8.38	eV
Kohn-Sham gap	7.5	eV

What should be chosen as the least stable of them? Choose #one.

#one
Here is a molecular structure, C38H46BrClN5O11P2STa from OMol25. Energies are from the ωB97M-V functional and the def2-TZVPD basis.

Geometry as XYZ:
```
106
Properties=species:S:1:pos:R:3:mulliken_charge:R:1
Ta -0.743 0.833 -0.644 1.67
O -0.139 1.989 -4.060 -0.45
P -1.575 1.774 -3.494 0.50
O -2.616 1.602 -4.490 -0.80
O -1.519 0.625 -2.361 -0.19
O -1.830 3.075 -2.515 -0.35
P -0.728 3.767 -1.535 0.43
O -1.508 5.058 -1.010 -0.67
O 0.499 4.081 -2.286 -0.66
O -0.695 2.869 -0.261 0.02
H 0.359 2.729 -3.624 0.56
H -1.609 5.732 -1.707 0.36
Br -0.529 -3.992 3.857 -0.11
C -0.222 -2.161 4.250 0.00
C 0.146 -1.816 5.546 -0.59
C 0.371 -0.480 5.815 -0.65
C 0.226 0.448 4.797 -0.81
C -0.142 -0.010 3.547 0.26
N -0.366 -1.301 3.268 0.09
C -0.279 1.004 2.440 0.76
O -0.094 2.171 2.659 -0.78
O -0.616 0.512 1.249 0.79
H 0.252 -2.576 6.307 0.44
H 0.666 -0.166 6.810 0.45
H 0.405 1.505 4.949 0.46
C 3.461 -3.967 0.761 -1.46
C 3.523 -3.474 -0.693 0.28
C 2.476 -4.128 -1.620 -1.10
C 3.558 -1.954 -0.779 1.51
C 4.769 -1.374 -1.429 -0.94
C 4.998 -0.090 -1.721 -1.93
C 4.103 0.966 -1.156 -0.54
C 2.877 0.373 -0.511 1.97
C 2.583 1.106 0.814 1.15
C 2.613 2.637 0.730 -1.70
C 3.569 0.622 1.879 -1.70
C 2.601 -1.081 -0.407 -0.59
N 1.201 -1.170 -0.180 1.15
C 0.536 -2.222 0.142 -0.49
C -0.846 -2.332 -0.030 0.19
C -1.486 -3.553 0.055 -1.51
C -2.784 -3.339 -0.371 -1.30
C -2.910 -1.979 -0.700 -0.83
N -1.716 -1.332 -0.468 0.83
C -4.283 -1.434 -1.109 2.87
C -5.020 -1.002 0.182 -1.63
C -5.116 -2.566 -1.740 -2.26
C -4.251 -0.328 -2.168 -0.96
H 3.536 -5.060 0.797 0.48
H 2.543 -3.678 1.277 0.20
H 4.294 -3.551 1.335 0.38
H 4.493 -3.807 -1.062 0.55
H 1.498 -3.650 -1.568 0.09
H 2.347 -5.188 -1.372 0.46
H 2.803 -4.063 -2.661 0.28
H 5.493 -2.105 -1.789 0.37
H 5.882 0.201 -2.285 0.40
H 4.685 1.647 -0.538 0.73
H 1.602 0.793 1.133 -1.33
H 3.602 3.005 0.448 0.35
H 2.368 3.051 1.709 0.45
H 1.898 3.034 0.015 0.13
H 4.598 0.895 1.614 0.36
H 3.533 -0.465 2.004 0.33
H 3.337 1.086 2.841 0.51
H 1.018 -3.117 0.512 -0.43
H -1.023 -4.485 0.358 0.64
H -3.558 -4.084 -0.467 0.41
H -5.195 -1.882 0.809 0.42
H -5.989 -0.546 -0.065 0.39
H -4.435 -0.284 0.754 0.09
H -5.409 -3.326 -1.014 0.40
H -4.572 -3.051 -2.558 0.44
H -6.034 -2.135 -2.153 0.46
H -3.553 0.466 -1.963 -0.35
H -5.243 0.124 -2.259 0.44
H -3.971 -0.740 -3.143 0.43
Cl 1.913 -2.883 -6.567 -0.25
C 1.930 -1.782 -5.217 0.13
C 2.878 -0.779 -5.157 -1.09
C 2.913 0.060 -4.050 -0.67
C 2.020 -0.084 -2.996 -0.18
C 1.033 -1.063 -3.125 0.39
C 0.986 -1.915 -4.213 -1.45
C 2.142 0.862 -1.772 0.70
O 3.218 1.782 -2.028 -0.73
O 0.861 1.356 -1.428 0.68
H 3.584 -0.651 -5.968 0.46
H 3.640 0.856 -4.019 0.56
H 0.262 -1.201 -2.381 0.57
H 0.220 -2.682 -4.280 0.53
S -3.225 1.757 0.368 -0.50
C -2.961 2.754 1.758 0.49
N -2.569 4.015 1.671 0.16
C -2.360 4.889 2.831 -0.85
C -2.058 4.049 4.058 -0.05
C -3.141 2.999 4.215 -0.78
N -3.269 2.256 2.957 -0.04
H -2.242 4.313 0.765 -0.03
H -3.257 5.491 2.993 0.34
H -1.538 5.565 2.604 0.43
H -2.011 4.681 4.943 0.51
H -1.097 3.553 3.919 -0.18
H -4.095 3.463 4.471 0.40
H -2.890 2.294 5.001 0.44
H -3.607 1.309 2.954 0.22
```

net charge	0
HOMO level	-7.18	eV
Kohn-Sham gap	6.6	eV

#two
Here is a molecular structure, C38H46BrClN5O11P2STa from OMol25. Energies are from the ωB97M-V functional and the def2-TZVPD basis.

Geometry as XYZ:
```
106
Properties=species:S:1:pos:R:3:mulliken_charge:R:1
Ta -0.981 0.002 1.017 1.16
O -1.032 0.746 5.277 -0.61
P -0.678 -0.303 4.160 0.07
O 0.356 -1.239 4.584 -0.36
O -0.420 0.502 2.841 0.14
O -2.103 -1.017 3.861 -0.33
P -2.223 -2.289 2.872 0.46
O -3.716 -2.150 2.391 -0.41
O -1.879 -3.584 3.451 -0.76
O -1.315 -1.827 1.673 -0.34
H -1.708 1.388 5.021 0.36
H -4.230 -2.936 2.613 0.34
Br -2.414 2.496 -3.486 -0.09
C -3.770 1.829 -2.340 0.08
C -5.059 1.694 -2.846 -0.68
C -6.039 1.245 -1.982 -0.64
C -5.703 0.959 -0.667 -1.17
C -4.382 1.112 -0.291 0.96
N -3.421 1.536 -1.110 0.32
C -4.017 0.813 1.135 -0.23
O -4.829 0.699 2.002 -0.63
O -2.693 0.703 1.396 1.11
H -5.271 1.941 -3.875 0.50
H -7.057 1.126 -2.330 0.45
H -6.429 0.618 0.057 0.54
C 4.878 0.724 1.180 -1.94
C 4.095 1.243 -0.031 1.95
C 4.565 2.650 -0.406 -1.60
C 4.201 0.285 -1.207 0.67
C 5.472 -0.117 -1.612 -0.49
C 5.647 -1.034 -2.629 -1.49
C 4.531 -1.558 -3.260 -0.97
C 3.244 -1.179 -2.903 0.69
C 2.090 -1.762 -3.689 0.34
C 1.148 -2.594 -2.817 -0.84
C 1.353 -0.685 -4.487 -1.16
C 3.077 -0.237 -1.871 -0.65
N 1.794 0.141 -1.399 1.56
C 1.456 1.354 -1.546 -1.13
C 0.484 2.162 -0.834 0.41
C 0.489 3.491 -1.169 -1.42
C -0.281 4.168 -0.229 -1.38
C -0.750 3.257 0.690 -0.18
N -0.307 1.957 0.323 0.62
C -1.614 3.829 1.844 2.72
C -1.765 3.009 3.124 -1.55
C -0.951 5.150 2.310 -1.94
C -3.011 4.202 1.328 -1.59
H 4.595 1.280 2.077 0.39
H 5.955 0.843 1.047 0.42
H 4.675 -0.336 1.345 0.41
H 3.052 1.309 0.275 -0.57
H 5.616 2.642 -0.705 0.36
H 4.459 3.330 0.442 0.43
H 3.986 3.054 -1.239 0.31
H 6.339 0.293 -1.108 0.34
H 6.641 -1.338 -2.930 0.37
H 4.654 -2.275 -4.064 0.40
H 2.543 -2.437 -4.421 0.65
H 0.688 -1.977 -2.046 -0.38
H 1.695 -3.402 -2.327 0.41
H 0.358 -3.038 -3.429 0.41
H 2.060 -0.054 -5.029 0.39
H 0.759 -0.049 -3.831 -0.09
H 0.685 -1.148 -5.215 0.40
H 2.027 1.988 -2.237 0.02
H 1.037 3.916 -1.995 0.58
H -0.462 5.228 -0.218 0.46
H -0.792 2.719 3.516 0.52
H -2.385 2.128 2.979 0.05
H -2.259 3.640 3.866 0.47
H 0.103 5.002 2.545 0.39
H -1.459 5.506 3.208 0.48
H -1.030 5.941 1.568 0.39
H -3.611 3.333 1.090 0.10
H -2.937 4.815 0.429 0.36
H -3.545 4.770 2.094 0.48
Cl -3.082 -4.271 -6.268 -0.22
C -2.798 -3.401 -4.792 0.37
C -2.278 -2.120 -4.849 -1.21
C -2.036 -1.437 -3.667 0.73
C -2.341 -2.024 -2.450 0.24
C -2.889 -3.302 -2.408 -0.31
C -3.101 -4.006 -3.580 -0.92
C -2.179 -1.283 -1.173 -0.05
O -3.055 -1.331 -0.322 -0.45
O -1.070 -0.607 -0.956 -0.02
H -2.055 -1.668 -5.806 0.45
H -1.611 -0.443 -3.693 0.33
H -3.144 -3.741 -1.453 0.47
H -3.505 -5.008 -3.563 0.44
S 1.543 -0.948 1.021 -0.34
C 1.807 -1.988 2.393 -0.20
N 1.208 -3.158 2.532 0.28
C 1.367 -4.003 3.713 -0.46
C 2.783 -3.845 4.239 -0.76
C 3.073 -2.371 4.459 -0.57
N 2.791 -1.650 3.223 0.09
H 0.413 -3.318 1.934 0.09
H 1.170 -5.032 3.415 0.48
H 0.625 -3.714 4.457 0.23
H 3.492 -4.252 3.514 0.29
H 2.900 -4.395 5.172 0.40
H 4.117 -2.206 4.721 0.50
H 2.439 -1.971 5.253 0.26
H 3.137 -0.711 3.110 0.11
```

net charge	0
HOMO level	-7.61	eV
Kohn-Sham gap	6.7	eV

What should be chosen as the least stable of them? Choose #one.